# 1
Below is 3 unconnected molecules or ions with the total composition C34H70BrF5INO14P4, with properties calculated with ωB97M-V/def2-TZVPD.

Element x y z (Å)
C (6.704, -1.242, 3.301)
C (6.013, 0.139, 3.363)
O (4.677, 0.134, 2.922)
C (4.639, 0.366, 1.505)
C (3.206, 0.178, 1.074)
C (2.691, 0.552, -0.347)
P (0.844, 0.387, 0.146)
O (0.560, -0.743, 1.315)
O (-0.277, 0.225, -1.054)
C (3.267, -0.457, -1.474)
C (2.249, -1.219, -2.391)
N (1.967, -2.604, -2.024)
C (1.053, -2.799, -0.917)
O (3.976, -1.452, -0.814)
C (5.039, -2.217, -1.319)
C (4.992, -2.775, -2.749)
O (3.857, 0.430, -2.435)
C (4.354, 1.684, -1.907)
C (4.637, 2.781, -2.955)
C (6.014, 3.404, -3.200)
C (6.226, 4.756, -2.442)
C (6.948, 5.798, -3.263)
F (7.400, 6.786, -2.436)
F (6.057, 6.405, -4.098)
C (8.193, 5.287, -4.056)
F (9.109, 6.284, -4.099)
F (8.793, 4.245, -3.476)
F (7.878, 5.038, -5.337)
P (5.967, 0.913, -1.243)
O (7.013, 2.077, -0.737)
I (7.106, 0.074, -3.298)
C (3.098, 1.952, -0.954)
C (1.933, 2.230, -1.992)
C (0.734, 3.115, -1.598)
C (3.095, 3.233, -0.088)
Br (4.897, 3.853, 0.535)
C (2.268, 3.262, 1.210)
C (2.117, 4.738, 1.682)
H (6.826, -1.637, 4.308)
H (6.204, -1.954, 2.648)
H (7.722, -1.112, 2.924)
H (6.645, 0.876, 2.852)
H (5.987, 0.443, 4.412)
H (5.138, 1.318, 1.314)
H (5.260, -0.417, 1.060)
H (2.990, -0.867, 1.294)
H (2.581, 0.711, 1.798)
H (-0.040, -1.454, 1.048)
H (-1.088, 0.664, -0.785)
H (2.760, -1.291, -3.353)
H (1.313, -0.689, -2.602)
H (1.633, -3.093, -2.841)
H (0.108, -2.246, -0.986)
H (0.785, -3.859, -0.891)
H (1.595, -2.619, 0.013)
H (5.102, -3.102, -0.678)
H (6.025, -1.762, -1.179)
H (4.760, -2.009, -3.486)
H (6.002, -3.117, -2.980)
H (4.300, -3.612, -2.793)
H (3.967, 3.610, -2.710)
H (4.234, 2.407, -3.901)
H (6.052, 3.695, -4.254)
H (6.913, 2.830, -3.024)
H (5.310, 5.152, -2.013)
H (6.877, 4.521, -1.598)
H (7.394, 1.832, 0.111)
H (2.273, 2.724, -2.905)
H (1.520, 1.315, -2.405)
H (0.206, 2.854, -0.685)
H (0.971, 4.180, -1.542)
H (0.008, 3.040, -2.413)
H (2.842, 4.125, -0.650)
H (2.852, 2.773, 1.986)
H (1.262, 2.877, 1.112)
H (2.045, 5.434, 0.842)
H (2.905, 5.045, 2.363)
H (1.158, 4.804, 2.200)
O (-4.245, -5.900, 1.616)
P (-4.179, -5.334, 0.246)
O (-2.629, -5.531, -0.239)
C (-2.079, -6.844, -0.299)
C (-2.581, -7.633, -1.495)
O (-4.196, -3.731, 0.524)
C (-4.458, -3.223, 1.832)
C (-3.185, -3.101, 2.650)
O (-4.812, -5.060, -1.238)
C (-5.674, -5.980, -1.917)
C (-6.514, -6.864, -1.013)
H (-2.280, -7.384, 0.631)
H (-0.999, -6.720, -0.381)
H (-3.640, -7.882, -1.378)
H (-2.034, -8.570, -1.601)
H (-2.470, -7.055, -2.413)
H (-5.196, -3.837, 2.345)
H (-4.902, -2.234, 1.715)
H (-2.524, -3.956, 2.519)
H (-3.416, -2.997, 3.710)
H (-2.619, -2.222, 2.330)
H (-5.078, -6.589, -2.602)
H (-6.334, -5.385, -2.550)
H (-5.950, -7.246, -0.155)
H (-6.896, -7.719, -1.571)
H (-7.369, -6.314, -0.619)
O (-8.222, 1.112, 1.032)
P (-7.634, 1.631, 2.291)
O (-7.515, 3.249, 2.088)
C (-8.692, 4.008, 1.829)
C (-9.546, 4.200, 3.069)
O (-6.069, 1.201, 2.155)
C (-5.647, 0.333, 1.106)
C (-5.283, 1.105, -0.151)
O (-7.468, 1.628, 3.919)
C (-8.529, 1.311, 4.826)
C (-9.576, 0.354, 4.285)
H (-9.275, 3.546, 1.028)
H (-8.356, 4.982, 1.473)
H (-10.001, 3.254, 3.378)
H (-10.356, 4.906, 2.880)
H (-8.944, 4.571, 3.899)
H (-6.409, -0.418, 0.899)
H (-4.766, -0.202, 1.459)
H (-5.988, 1.910, -0.354)
H (-5.250, 0.439, -1.015)
H (-4.303, 1.573, -0.035)
H (-8.997, 2.239, 5.166)
H (-8.067, 0.872, 5.711)
H (-9.852, 0.574, 3.247)
H (-10.480, 0.403, 4.890)
H (-9.211, -0.674, 4.311)

***

# 2
Below is 4 unconnected molecules or ions with the total composition C34H70N3O5P, with properties calculated with ωB97M-V/def2-TZVPD.

Element x y z (Å)
C (5.089, -0.969, 2.758)
C (3.639, -0.483, 2.801)
C (3.064, -0.116, 1.427)
C (1.549, -0.284, 1.337)
C (0.966, -0.054, -0.058)
C (-0.518, -0.466, -0.145)
C (-1.447, 0.702, -0.484)
C (-2.956, 0.453, -0.260)
C (-3.304, -0.637, 0.710)
C (-3.739, -0.473, 1.968)
P (-3.922, 1.157, 2.792)
C (-3.981, 0.666, 4.567)
C (-2.151, 1.698, 2.748)
C (-4.295, -1.686, 2.645)
O (-5.246, -1.593, 3.387)
C (-3.646, -3.010, 2.359)
C (-3.629, -4.043, 3.460)
C (-5.031, -4.485, 3.919)
C (-2.770, -3.517, 4.627)
C (-2.336, -4.617, 5.604)
C (-3.132, -3.162, 1.133)
C (-2.538, -4.424, 0.569)
C (-1.214, -4.241, -0.185)
C (-3.298, -2.028, 0.177)
O (-3.392, -2.241, -1.009)
H (5.233, -1.669, 1.929)
H (5.793, -0.141, 2.635)
H (5.362, -1.486, 3.682)
H (3.567, 0.385, 3.466)
H (3.012, -1.267, 3.243)
H (3.530, -0.740, 0.654)
H (3.299, 0.932, 1.200)
H (1.064, 0.421, 2.030)
H (1.279, -1.292, 1.682)
H (1.574, -0.567, -0.810)
H (1.049, 1.016, -0.297)
H (-0.819, -0.907, 0.814)
H (-0.639, -1.240, -0.912)
H (-1.145, 1.571, 0.104)
H (-1.288, 0.975, -1.534)
H (-3.429, 0.195, -1.212)
H (-3.434, 1.379, 0.082)
H (-3.293, -0.151, 4.804)
H (-4.991, 0.354, 4.826)
H (-3.701, 1.544, 5.153)
H (-1.910, 2.130, 3.724)
H (-1.978, 2.453, 1.983)
H (-1.486, 0.844, 2.591)
H (-3.135, -4.944, 3.084)
H (-5.467, -3.760, 4.608)
H (-4.977, -5.459, 4.409)
H (-5.717, -4.565, 3.071)
H (-3.335, -2.740, 5.155)
H (-1.875, -3.038, 4.212)
H (-3.069, -5.428, 5.647)
H (-1.384, -5.059, 5.294)
H (-2.209, -4.232, 6.618)
H (-2.377, -5.135, 1.382)
H (-3.275, -4.883, -0.101)
H (-0.962, -5.160, -0.718)
H (-0.393, -4.025, 0.508)
H (-1.270, -3.427, -0.909)
C (-0.299, -2.064, -7.374)
C (-0.514, -2.143, -5.866)
C (-1.241, -0.930, -5.280)
O (-0.442, 0.241, -5.195)
C (-0.396, 1.037, -6.362)
N (0.775, -2.384, -5.217)
H (0.508, -1.375, -7.624)
H (-0.016, -3.042, -7.761)
H (-1.204, -1.737, -7.889)
H (-1.151, -3.010, -5.664)
H (-1.529, -1.164, -4.255)
H (-2.160, -0.714, -5.840)
H (-1.360, 1.034, -6.880)
H (0.375, 0.706, -7.064)
H (-0.169, 2.057, -6.051)
H (0.637, -2.588, -4.231)
H (1.282, -1.504, -5.231)
C (5.722, 0.818, -5.012)
C (4.228, 1.134, -5.007)
C (3.745, 1.863, -3.743)
O (3.623, 1.063, -2.578)
C (4.828, 0.824, -1.876)
N (3.484, -0.093, -5.291)
H (5.951, -0.032, -4.372)
H (6.042, 0.557, -6.020)
H (6.313, 1.671, -4.673)
H (4.038, 1.820, -5.840)
H (2.739, 2.248, -3.928)
H (4.399, 2.721, -3.535)
H (5.511, 1.676, -1.948)
H (5.339, -0.068, -2.247)
H (4.574, 0.661, -0.830)
H (2.504, 0.138, -5.428)
H (3.507, -0.675, -4.457)
C (1.964, 6.649, 2.591)
C (0.660, 6.367, 3.330)
C (0.192, 4.911, 3.233)
O (-0.359, 4.549, 1.983)
C (0.574, 4.181, 0.986)
N (-0.356, 7.324, 2.892)
H (1.803, 6.709, 1.514)
H (2.372, 7.607, 2.911)
H (2.708, 5.874, 2.784)
H (0.836, 6.552, 4.395)
H (-0.612, 4.760, 3.959)
H (1.009, 4.223, 3.493)
H (1.433, 3.658, 1.422)
H (0.937, 5.043, 0.420)
H (0.068, 3.508, 0.296)
H (-1.187, 7.237, 3.468)
H (-0.652, 7.072, 1.953)

***

# 3
Below is a molecular structure, C34H70O16PdS7, with properties calculated with ωB97M-V/def2-TZVPD.

multiplicity	3

Element x y z (Å)
Pd (-3.125, 2.343, 1.333)
C (0.573, -1.871, -1.052)
C (0.930, -0.596, -0.324)
C (2.469, -0.459, -0.153)
O (0.207, 0.548, -0.700)
H (1.296, -2.661, -0.852)
H (0.515, -1.694, -2.126)
H (-0.429, -2.171, -0.746)
H (0.461, -0.717, 0.653)
H (2.950, -0.228, -1.103)
H (2.948, -1.378, 0.188)
H (2.833, 0.392, 0.422)
C (-4.266, -2.861, 3.753)
C (-5.240, -2.314, 2.620)
C (-6.553, -2.957, 2.866)
O (-5.383, -0.907, 2.721)
H (-3.234, -2.659, 3.467)
H (-4.300, -3.925, 3.985)
H (-4.601, -2.448, 4.705)
H (-4.714, -2.484, 1.680)
H (-6.800, -2.806, 3.917)
H (-6.445, -4.012, 2.613)
H (-7.356, -2.542, 2.256)
C (0.013, 1.331, -8.239)
C (1.268, 0.637, -7.607)
C (2.527, 1.439, -8.136)
S (2.052, 2.291, -9.609)
O (2.753, 1.858, -10.716)
O (1.854, 3.682, -9.266)
C (0.281, 1.551, -9.684)
H (-0.279, 2.359, -8.022)
H (-0.942, 0.864, -8.002)
H (1.270, -0.370, -8.024)
H (1.162, 0.653, -6.522)
H (3.188, 0.746, -8.657)
H (3.161, 2.003, -7.452)
H (0.267, 0.700, -10.365)
H (-0.299, 2.276, -10.255)
C (-1.629, -7.612, 1.744)
C (-1.125, -8.148, 3.047)
C (-2.093, -9.068, 3.847)
S (-3.113, -9.946, 2.561)
O (-4.569, -9.976, 2.896)
O (-2.371, -11.032, 1.951)
C (-2.827, -8.462, 1.336)
H (-0.770, -7.622, 1.073)
H (-1.729, -6.526, 1.755)
H (-0.941, -7.278, 3.677)
H (-0.241, -8.730, 2.786)
H (-2.882, -8.564, 4.404)
H (-1.624, -9.862, 4.429)
H (-3.670, -7.813, 1.576)
H (-2.850, -8.819, 0.307)
C (2.166, 6.188, -2.669)
C (2.282, 7.312, -1.656)
C (1.125, 7.325, -0.748)
S (-0.343, 6.969, -1.886)
O (-0.911, 8.237, -2.330)
O (-1.032, 5.856, -1.207)
C (0.715, 6.209, -3.188)
H (2.425, 5.256, -2.166)
H (2.943, 6.344, -3.417)
H (2.106, 8.229, -2.218)
H (3.263, 7.528, -1.234)
H (0.896, 8.230, -0.185)
H (1.348, 6.491, -0.082)
H (0.647, 6.896, -4.032)
H (0.291, 5.275, -3.556)
C (-6.943, -1.432, -3.464)
C (-8.366, -0.820, -3.719)
C (-8.177, 0.551, -2.973)
S (-6.415, 1.240, -3.287)
O (-5.946, 1.615, -1.960)
O (-6.468, 2.234, -4.323)
C (-5.845, -0.411, -3.785)
H (-6.737, -2.338, -4.034)
H (-6.905, -1.813, -2.443)
H (-9.203, -1.485, -3.509)
H (-8.421, -0.444, -4.741)
H (-8.189, 0.617, -1.885)
H (-8.906, 1.328, -3.203)
H (-4.810, -0.596, -3.497)
H (-5.927, -0.431, -4.872)
C (5.058, -7.729, -3.674)
C (4.740, -6.952, -2.294)
C (5.894, -5.959, -2.208)
S (6.093, -5.213, -3.990)
O (7.533, -5.257, -4.317)
O (5.204, -4.103, -4.258)
C (5.221, -6.682, -4.826)
H (4.208, -8.276, -4.081)
H (5.864, -8.438, -3.483)
H (4.890, -7.591, -1.424)
H (3.723, -6.577, -2.406)
H (6.836, -6.503, -2.137)
H (5.956, -5.227, -1.403)
H (5.693, -7.055, -5.735)
H (4.280, -6.462, -5.330)
C (-1.860, 4.113, 9.381)
C (-2.018, 2.593, 9.511)
C (-2.058, 1.937, 8.097)
S (-0.885, 2.978, 7.055)
O (-1.302, 2.924, 5.665)
O (0.474, 2.723, 7.405)
C (-1.454, 4.489, 7.908)
H (-1.017, 4.381, 10.018)
H (-2.733, 4.689, 9.691)
H (-2.982, 2.393, 9.979)
H (-1.098, 2.237, 9.976)
H (-3.043, 2.001, 7.635)
H (-1.642, 0.929, 8.115)
H (-2.368, 4.970, 7.558)
H (-0.740, 5.288, 7.708)
C (6.945, 5.425, 4.020)
C (7.286, 6.993, 4.025)
C (6.711, 7.499, 5.376)
S (4.937, 6.708, 5.495)
O (3.873, 7.571, 4.894)
O (4.765, 6.218, 6.871)
C (5.448, 5.267, 4.398)
H (7.543, 4.907, 4.770)
H (7.321, 4.971, 3.103)
H (6.857, 7.596, 3.225)
H (8.354, 7.065, 4.233)
H (6.848, 8.471, 5.851)
H (7.309, 6.987, 6.130)
H (4.656, 4.969, 3.712)
H (5.437, 4.414, 5.076)

***

# 4
Below is 11 unconnected molecules or ions with the total composition C34H71FO13, with properties calculated with ωB97M-V/def2-TZVPD.

Element x y z (Å)
C (10.878, 10.082, -17.328)
C (11.189, 11.291, -16.509)
O (10.751, 12.320, -17.327)
C (10.602, 11.841, -18.627)
O (10.384, 12.413, -19.682)
O (10.766, 10.551, -18.614)
F (12.519, 11.283, -16.290)
H (9.899, 9.713, -17.022)
H (11.631, 9.304, -17.204)
H (10.545, 11.324, -15.631)
C (16.058, 12.870, -14.235)
C (15.922, 13.936, -15.355)
C (14.471, 14.291, -15.447)
O (13.825, 13.497, -14.480)
C (14.744, 12.973, -13.538)
H (16.873, 13.113, -13.554)
H (16.357, 11.910, -14.656)
H (16.174, 13.460, -16.303)
H (16.524, 14.840, -15.261)
H (14.059, 14.051, -16.427)
H (14.284, 15.308, -15.102)
H (14.456, 11.968, -13.232)
H (14.699, 13.626, -12.666)
C (11.416, 17.840, -18.062)
C (12.664, 16.955, -17.888)
C (12.169, 15.652, -18.464)
O (11.149, 16.057, -19.379)
C (10.883, 17.401, -19.381)
H (11.606, 18.913, -18.097)
H (10.668, 17.700, -17.281)
H (13.178, 16.887, -16.929)
H (13.458, 17.280, -18.561)
H (11.718, 15.160, -17.602)
H (12.941, 15.074, -18.972)
H (9.838, 17.642, -19.579)
H (11.459, 17.916, -20.149)
C (5.694, 17.738, -15.299)
C (7.199, 18.053, -15.403)
C (7.842, 16.853, -16.089)
O (6.730, 16.194, -16.697)
C (5.698, 16.278, -15.712)
H (5.142, 18.275, -16.071)
H (5.288, 17.983, -14.317)
H (7.536, 18.150, -14.370)
H (7.299, 19.017, -15.902)
H (8.428, 16.208, -15.434)
H (8.563, 17.168, -16.844)
H (5.834, 15.527, -14.934)
H (4.733, 16.029, -16.153)
C (10.422, 15.768, -12.706)
C (11.629, 15.370, -13.517)
C (11.104, 14.107, -14.255)
O (9.719, 14.033, -14.066)
C (9.427, 14.608, -12.802)
H (9.978, 16.710, -13.028)
H (10.657, 15.929, -11.654)
H (12.535, 15.100, -12.974)
H (11.906, 16.183, -14.187)
H (11.673, 13.283, -13.824)
H (11.528, 14.064, -15.259)
H (9.621, 13.893, -12.003)
H (8.445, 15.072, -12.704)
C (7.521, 9.314, -8.531)
C (8.687, 10.331, -8.786)
C (8.460, 10.756, -10.270)
O (7.079, 10.493, -10.526)
C (6.634, 9.355, -9.780)
H (6.917, 9.519, -7.647)
H (8.055, 8.377, -8.377)
H (9.685, 9.944, -8.582)
H (8.514, 11.272, -8.265)
H (9.129, 10.105, -10.832)
H (8.821, 11.759, -10.500)
H (6.686, 8.351, -10.203)
H (5.565, 9.449, -9.589)
C (13.076, 20.660, -15.845)
C (12.401, 19.742, -14.932)
C (10.881, 20.134, -14.995)
O (11.003, 21.569, -15.055)
C (12.181, 21.850, -15.840)
H (13.126, 20.222, -16.842)
H (14.124, 20.846, -15.606)
H (12.767, 19.969, -13.930)
H (12.546, 18.702, -15.224)
H (10.324, 19.905, -14.086)
H (10.354, 19.779, -15.881)
H (12.607, 22.753, -15.403)
H (11.969, 22.055, -16.890)
C (7.714, 14.788, -9.167)
C (9.110, 14.459, -8.482)
C (9.735, 15.856, -8.337)
O (9.300, 16.528, -9.521)
C (7.937, 16.195, -9.769)
H (6.890, 14.787, -8.453)
H (7.448, 14.101, -9.971)
H (9.696, 13.813, -9.136)
H (9.143, 13.912, -7.540)
H (10.817, 15.812, -8.208)
H (9.330, 16.452, -7.519)
H (7.691, 16.317, -10.824)
H (7.293, 16.984, -9.380)
C (11.620, 18.869, -11.145)
O (10.243, 18.491, -11.076)
H (12.229, 18.900, -10.241)
H (12.090, 18.048, -11.687)
H (11.715, 19.783, -11.731)
H (10.152, 17.829, -10.387)
C (7.564, 12.372, -15.797)
O (6.808, 11.132, -15.808)
H (8.328, 12.136, -15.056)
H (8.007, 12.631, -16.759)
H (6.786, 13.078, -15.509)
H (6.932, 10.780, -16.692)
C (7.016, 19.323, -11.607)
O (8.142, 19.822, -12.439)
H (7.383, 19.158, -10.594)
H (6.112, 19.932, -11.608)
H (6.736, 18.339, -11.986)
H (8.868, 19.265, -12.148)

***

| no. | E_tot (hartree) |
| --- | --- |
| 1 | -7182.092915 |
| 2 | -2219.228637 |
| 3 | -5455.904291 |
| 4 | -2415.800147 |